No. 1
Entry from the Open Molecules 2025 dataset: a structure of composition C97H164F18N7O13P2 at a distorted geometry (wB97M-V/def2-TZVPD).

Computed properties:
orbital gap: 2.78 eV
highest occupied orbital energy: -10.385 eV
molecular weight: 2040.33 g mol⁻¹

ORCA input file:
```
! RIJCOSX wB97M-V def2-TZVPD def2/J DEFGRID3
* xyz 3 1
C -1.936 -7.096 -2.098
C -0.908 -7.776 -1.183
C 0.541 -7.603 -1.757
C 0.789 -8.423 -3.047
P 2.164 -7.705 -3.980
C 3.473 -7.192 -2.860
C 4.023 -8.401 -1.995
C 5.006 -7.957 -0.917
C 6.355 -7.585 -1.498
C 3.008 -8.938 -5.034
C 2.773 -10.391 -4.559
C 3.863 -11.346 -4.975
C 3.738 -12.452 -3.950
C 1.558 -6.369 -4.969
C 1.104 -5.043 -4.311
C 1.015 -3.906 -5.334
C 2.220 -3.545 -6.163
H -2.607 -6.587 -1.445
H -2.495 -7.848 -2.640
H -1.426 -6.356 -2.712
H -1.115 -8.820 -0.966
H -0.880 -7.334 -0.172
H 1.307 -7.952 -1.057
H 0.784 -6.547 -1.890
H -0.079 -8.290 -3.673
H 0.910 -9.506 -2.985
H 3.176 -6.381 -2.179
H 4.282 -6.825 -3.446
H 4.491 -9.140 -2.701
H 3.190 -8.887 -1.520
H 5.110 -8.854 -0.296
H 4.589 -7.124 -0.380
H 7.069 -7.660 -0.670
H 6.287 -6.643 -2.039
H 6.697 -8.289 -2.269
H 4.010 -8.516 -4.927
H 2.699 -8.815 -6.081
H 1.789 -10.748 -4.953
H 2.685 -10.463 -3.459
H 4.840 -10.857 -4.967
H 3.621 -11.737 -5.962
H 4.384 -13.261 -4.149
H 2.720 -12.855 -3.921
H 3.998 -12.016 -3.006
H 0.717 -6.907 -5.468
H 2.212 -6.239 -5.835
H 1.874 -4.741 -3.595
H 0.199 -5.193 -3.707
H 0.739 -2.935 -4.806
H 0.128 -4.165 -5.920
H 1.936 -2.737 -6.840
H 2.702 -4.374 -6.677
H 2.936 -2.974 -5.581
C -7.682 -6.234 -2.690
C -6.519 -5.248 -2.530
C -7.006 -4.125 -1.716
C -6.593 -4.157 -0.208
P -6.677 -2.612 0.644
C -6.023 -2.838 2.350
C -4.700 -3.622 2.337
C -4.028 -3.628 3.731
C -2.683 -4.412 3.597
C -5.798 -1.306 -0.173
C -5.587 -0.050 0.653
C -5.082 1.097 -0.197
C -5.134 2.468 0.479
C -8.396 -2.004 1.091
C -9.302 -1.634 -0.075
C -10.551 -0.812 0.333
C -11.546 -0.582 -0.794
H -8.524 -5.706 -3.151
H -7.915 -6.445 -1.647
H -7.426 -7.201 -3.165
H -6.220 -4.892 -3.520
H -5.617 -5.737 -2.245
H -8.069 -3.952 -1.888
H -6.496 -3.202 -2.089
H -5.620 -4.525 -0.146
H -7.255 -4.912 0.323
H -6.850 -3.303 2.832
H -5.964 -1.858 2.807
H -3.869 -3.238 1.693
H -4.932 -4.580 1.938
H -4.639 -4.237 4.352
H -3.943 -2.666 4.177
H -2.871 -5.332 3.096
H -2.291 -4.694 4.613
H -1.904 -3.826 3.112
H -6.312 -0.936 -1.061
H -4.885 -1.724 -0.534
H -4.963 -0.268 1.499
H -6.531 0.257 1.145
H -5.652 1.113 -1.130
H -4.081 0.914 -0.547
H -6.136 2.638 1.032
H -4.905 3.348 -0.196
H -4.294 2.577 1.206
H -8.159 -1.154 1.725
H -8.870 -2.787 1.669
H -9.693 -2.530 -0.598
H -8.713 -1.080 -0.847
H -10.227 0.125 0.718
H -10.929 -1.381 1.145
H -12.294 0.178 -0.564
H -11.983 -1.535 -1.041
H -10.963 -0.161 -1.599
C 0.495 1.754 -0.226
N 0.323 0.432 -0.991
C -1.190 0.133 -0.956
C 0.661 0.597 -2.420
C 1.206 -0.686 -0.391
C 2.528 -0.101 -0.101
O 3.288 0.217 -1.226
H -0.345 2.331 -0.418
H 1.362 2.250 -0.549
H 0.614 1.607 0.836
H -1.682 1.013 -1.367
H -1.546 0.112 0.128
H -1.389 -0.777 -1.544
H 1.692 0.906 -2.524
H -0.081 1.335 -2.792
H 0.465 -0.383 -2.898
H 1.164 -1.521 -1.108
H 0.663 -1.165 0.534
H 3.058 -0.805 0.608
H 2.451 0.801 0.594
H 3.945 -0.710 -1.168
C 1.068 0.859 4.568
N 1.111 1.001 6.016
C 2.217 1.379 6.599
C 2.155 1.601 8.025
C 0.895 1.614 8.726
C -0.225 1.227 7.987
C -0.064 0.917 6.655
C 0.748 2.163 10.058
C -0.309 3.029 10.446
C -0.453 3.366 11.776
N 0.485 2.966 12.633
C 1.530 2.235 12.339
C 1.711 1.824 11.028
C 0.285 3.439 14.007
H 0.312 1.427 4.054
H 0.817 -0.152 4.356
H 2.030 0.844 4.151
H 3.139 1.473 6.124
H 3.091 1.869 8.486
H -1.293 1.260 8.302
H -0.949 0.682 6.115
H -0.897 3.412 9.684
H -1.199 4.034 12.116
H 2.273 2.077 13.079
H 2.573 1.325 10.573
H 0.552 4.480 14.080
H 0.925 2.885 14.662
H -0.739 3.280 14.350
C -0.346 4.896 1.143
N -0.859 6.019 1.487
C -0.099 7.162 1.675
C -0.659 8.265 2.207
C -2.077 8.410 2.384
C -2.790 7.210 2.268
C -2.227 6.055 1.903
C -2.725 9.709 2.487
C -4.195 9.836 2.596
C -4.726 11.084 2.664
N -4.030 12.275 2.541
C -2.685 12.194 2.582
C -2.063 10.958 2.411
C -4.806 13.496 2.846
H 2.807 8.857 3.022
H 0.560 4.710 0.628
H -1.023 4.112 0.873
H 0.971 7.109 1.439
H 0.044 9.073 2.290
H -3.899 7.092 2.327
H -2.768 5.143 1.963
H -4.910 9.003 2.469
H -5.806 11.165 2.821
H -2.139 13.135 2.630
H -0.958 11.101 2.459
H -5.107 13.425 3.925
H -5.705 13.555 2.197
H -4.006 14.254 2.910
C 6.823 -1.892 1.277
N 6.655 -0.694 0.487
C 5.836 0.296 0.828
C 5.703 1.367 0.058
C 6.311 1.491 -1.221
C 7.194 0.498 -1.555
C 7.284 -0.631 -0.708
C 6.025 2.528 -2.170
C 4.811 3.330 -2.249
C 4.662 4.413 -3.030
N 5.713 4.852 -3.790
C 6.585 3.884 -4.272
C 6.905 2.869 -3.105
C 5.654 6.046 -4.610
H 7.854 -2.196 1.304
H 6.301 -2.774 0.905
H 6.515 -1.728 2.284
H 5.399 0.186 1.825
H 4.971 2.155 0.344
H 7.701 0.474 -2.546
H 7.778 -1.528 -1.136
H 3.997 3.131 -1.541
H 3.760 4.934 -2.825
H 7.487 4.402 -4.604
H 7.886 2.401 -3.308
H 6.289 6.879 -4.295
H 4.665 6.533 -4.460
H 5.669 5.762 -5.652
C 4.013 -2.661 -1.959
O 2.911 -3.573 -1.729
O 4.349 -1.898 -0.949
C 5.217 -3.375 -2.499
F 6.155 -2.426 -2.625
F 5.721 -4.272 -1.594
F 5.067 -4.042 -3.658
C 2.394 -3.685 -0.392
C 3.168 -4.538 0.611
H 3.119 -5.564 0.262
H 4.190 -4.212 0.668
H 2.683 -4.461 1.621
H 1.366 -4.091 -0.529
H 2.295 -2.667 0.106
H 3.594 -2.092 -2.822
C -1.474 -3.170 -2.053
O -2.611 -2.579 -2.742
O -0.388 -2.415 -2.090
C -2.129 -3.329 -0.639
F -3.161 -4.297 -0.639
F -1.339 -3.788 0.293
F -2.717 -2.213 -0.186
C -2.575 -2.661 -4.196
C -2.606 -1.310 -4.911
H -1.881 -0.568 -4.583
H -2.486 -1.470 -5.961
H -3.583 -0.809 -4.857
H -3.427 -3.322 -4.505
H -1.602 -3.136 -4.384
H -1.472 -4.191 -2.551
C -2.298 1.996 4.119
O -2.232 2.110 5.548
O -1.179 2.344 3.516
C -2.704 0.452 3.953
F -1.857 -0.540 4.466
F -3.955 0.251 4.558
F -2.749 0.092 2.711
C -3.186 2.937 6.211
C -3.005 4.385 5.758
H -2.818 4.891 6.694
H -2.060 4.463 5.193
H -3.819 4.846 5.160
H -3.029 2.770 7.248
H -4.180 2.587 6.066
H -3.214 2.494 3.754
C -0.476 5.142 -2.112
O -0.885 6.381 -1.458
O 0.659 4.718 -1.675
C -1.605 4.200 -1.925
F -2.794 4.553 -2.490
F -1.273 2.987 -2.406
F -1.894 3.936 -0.574
C -1.863 7.218 -2.054
C -1.871 8.472 -1.058
H -2.404 8.459 -0.065
H -0.924 8.970 -1.008
H -2.481 9.237 -1.644
H -2.831 6.762 -2.023
H -1.562 7.604 -3.035
H -0.501 5.510 -3.203
C 6.651 2.418 -6.260
O 6.983 1.277 -5.665
O 5.904 3.176 -5.413
C 7.970 2.916 -6.761
F 8.495 1.986 -7.609
F 7.879 4.086 -7.363
F 8.788 3.200 -5.744
C 6.232 0.085 -6.089
C 5.936 -0.766 -4.954
H 5.039 -0.357 -4.427
H 5.819 -1.766 -5.303
H 6.752 -0.666 -4.229
H 6.916 -0.403 -6.870
H 5.323 0.432 -6.532
H 5.989 2.313 -7.114
C 1.701 4.414 -4.921
O 2.108 8.542 3.498
O 2.242 5.420 -5.225
C 2.091 3.036 -5.597
F 2.927 2.605 -4.569
F 1.126 2.132 -5.721
F 2.808 3.026 -6.690
C 1.892 9.450 4.593
C 1.369 8.659 5.860
H 2.068 7.990 6.301
H 1.028 9.357 6.587
H 0.546 8.056 5.574
H 1.116 10.254 4.257
H 2.884 9.991 4.854
H 0.970 4.289 -4.022
*
```

No. 2
Entry from the Open Molecules 2025 dataset: a structure of composition C36H28IN8S4Sc (wB97M-V/def2-TZVPD).

Computed properties:
orbital gap: 6.47 eV
highest occupied orbital energy: -12.577 eV
ΔE to the lowest compared entry with this formula, charge and spin: 3.8 kcal/mol
molecular weight: 872.80 g mol⁻¹

ORCA input file:
```
! RIJCOSX wB97M-V def2-TZVPD def2/J DEFGRID3
* xyz 2 1
Sc -0.023 0.062 -0.013
C -0.850 1.238 -5.300
S -1.952 1.952 -4.070
C -1.630 1.034 -2.630
S -0.451 -0.227 -2.576
N -2.409 1.391 -1.635
N -2.094 0.739 -0.472
C -3.036 0.564 0.379
C -2.702 -0.070 1.657
C -3.669 -0.342 2.613
C -3.276 -0.932 3.808
C -1.938 -1.220 4.008
C -1.033 -0.915 3.000
N -1.399 -0.359 1.849
H -1.284 1.499 -6.263
H -0.816 0.155 -5.211
H 0.154 1.649 -5.227
H -4.058 0.846 0.142
H -4.705 -0.098 2.424
H -4.009 -1.158 4.571
H -1.589 -1.671 4.925
H 0.024 -1.122 3.122
S 6.468 -1.740 2.808
C 7.499 -0.385 2.855
C 6.904 0.728 2.342
C 5.587 0.473 1.893
C 5.205 -0.832 2.077
C 3.928 -1.455 1.728
C 2.919 -0.695 1.106
N 1.743 -1.180 0.739
C 1.484 -2.494 0.968
C 2.409 -3.335 1.595
C 2.066 -4.715 1.804
C 0.882 -5.205 1.381
C -0.072 -4.366 0.709
C -1.301 -4.833 0.221
C -2.157 -3.981 -0.449
C -1.742 -2.638 -0.596
N -0.610 -2.164 -0.117
C 0.231 -3.016 0.517
C -3.439 -4.408 -1.005
C -4.408 -3.628 -1.585
C -5.529 -4.376 -2.013
C -5.391 -5.708 -1.757
S -3.904 -6.064 -1.006
C 3.641 -2.785 1.975
H 8.492 -0.477 3.263
H 7.390 1.689 2.283
H 4.966 1.238 1.448
H 3.084 0.351 0.895
H 2.783 -5.356 2.300
H 0.634 -6.248 1.533
H -1.560 -5.875 0.368
H -2.351 -1.933 -1.144
H -4.338 -2.557 -1.708
H -6.397 -3.949 -2.491
H -6.086 -6.501 -1.979
H 4.368 -3.426 2.458
I 0.681 5.289 -2.877
C 1.580 3.487 -2.406
C 2.740 3.056 -3.037
C 3.270 1.824 -2.689
C 2.623 1.061 -1.735
N 1.520 1.480 -1.104
C 1.015 2.674 -1.436
H 3.216 3.668 -3.791
H 4.165 1.449 -3.163
H 2.983 0.071 -1.488
H 0.111 2.986 -0.926
N -0.247 3.694 2.583
C 1.119 3.696 2.464
C 1.420 2.589 1.741
N 0.261 1.912 1.405
C -0.722 2.620 1.938
H -0.806 4.385 3.057
H 1.734 4.462 2.900
H 2.392 2.256 1.426
H -1.773 2.401 1.873
*
```

No. 3
Entry from the Open Molecules 2025 dataset: a structure of composition C3H3N3OS at a distorted geometry (wB97M-V/def2-TZVPD).

Computed properties:
orbital gap: 8.40 eV
highest occupied orbital energy: -9.183 eV
ΔE to the lowest compared entry with this formula, charge and spin: 143.7 kcal/mol
molecular weight: 129.14 g mol⁻¹

ORCA input file:
```
! RIJCOSX wB97M-V def2-TZVPD def2/J DEFGRID3
* xyz 0 1
C 0.225 1.394 -0.643
C -0.598 -1.421 1.056
C 0.970 -0.932 -0.112
H -1.937 1.758 -0.788
H 1.480 1.996 -0.611
H -1.328 -1.964 1.558
N -0.921 2.177 -0.933
N 0.384 0.322 0.211
N 0.320 -2.104 0.518
O -0.890 -0.165 0.809
S 2.296 -1.061 -1.065
*
```

No. 4
Entry from the Open Molecules 2025 dataset: a structure of composition C12H18AlO6 at a distorted geometry (wB97M-V/def2-TZVPD).

Computed properties:
orbital gap: 2.27 eV
highest occupied orbital energy: -19.221 eV
ΔE to the lowest compared entry with this formula, charge and spin: 18.2 kcal/mol
molecular weight: 285.25 g mol⁻¹

ORCA input file:
```
! RIJCOSX wB97M-V def2-TZVPD def2/J DEFGRID3
* xyz 3 1
Al 10.627 -15.367 -19.246
O 9.290 -17.601 -20.528
C 8.973 -18.577 -21.159
O 7.893 -18.447 -21.978
C 7.458 -19.709 -22.448
C 8.704 -20.594 -22.450
C 9.586 -19.926 -21.335
H 7.094 -19.655 -23.485
H 6.683 -20.150 -21.807
H 9.210 -20.431 -23.411
H 8.525 -21.640 -22.235
H 10.632 -19.866 -21.623
H 9.382 -20.594 -20.492
O 12.566 -13.819 -17.958
C 13.024 -12.812 -17.452
O 14.328 -12.611 -17.353
C 14.618 -11.502 -16.471
C 13.282 -11.209 -15.774
C 12.259 -11.669 -16.805
H 14.894 -10.650 -17.098
H 15.395 -11.798 -15.776
H 13.173 -10.205 -15.363
H 13.200 -11.840 -14.881
H 12.036 -10.892 -17.540
H 11.371 -12.149 -16.395
O 12.865 -16.845 -18.016
C 13.326 -17.155 -16.918
O 13.043 -18.297 -16.341
C 13.974 -18.521 -15.245
C 14.362 -17.123 -14.841
C 14.369 -16.381 -16.172
H 14.848 -19.069 -15.601
H 13.411 -19.027 -14.460
H 15.257 -17.061 -14.221
H 13.581 -16.710 -14.192
H 15.319 -16.483 -16.708
H 14.128 -15.332 -16.084
*
```